Below is a 13-piece molecular cluster, C68H167N5O29 overall at a distorted geometry, with properties calculated with the ωB97M-V functional and the def2-TZVPD basis.

Geometry as XYZ:
```
269
Properties=species:S:1:pos:R:3:forces:R:3
C 4.61856 -5.09078 0.38953 -1.4 1.3 0.7
O 4.49055 -4.59531 1.73041 -0.1 -0.3 0.3
C 3.26519 -4.00804 2.27963 0.7 0.8 -1.7
C 2.80267 -2.67509 1.53208 0.2 -1.4 1.5
O 3.88149 -1.75756 1.57967 -0.6 -0.3 -1.0
C 3.61224 -0.53203 0.89703 0.9 0.2 1.2
C 4.86393 0.38875 0.93631 -1.3 -1.3 -0.4
O 5.93114 0.06332 0.06037 -0.4 0.0 0.3
C 6.51579 -1.24185 0.19308 -0.6 0.0 -1.1
H 3.77823 -4.68236 -0.17183 0.0 0.4 -0.6
H 4.50804 -6.16416 0.23544 0.3 -0.3 0.7
H 5.56762 -4.71960 0.00273 -0.1 -0.2 -0.1
H 3.54852 -3.77004 3.30490 0.0 0.1 -0.1
H 2.46346 -4.74596 2.30796 -0.2 0.0 -0.2
H 1.92121 -2.27332 2.03180 0.0 0.1 0.7
H 2.32605 -2.87513 0.57244 0.9 0.0 -0.8
H 2.86074 0.02794 1.45361 -0.3 0.1 0.3
H 3.14835 -0.65453 -0.08170 0.4 -0.3 -0.4
H 5.21341 0.49021 1.96376 0.0 0.0 0.2
H 4.34282 1.29949 0.64114 1.0 0.6 -0.4
H 7.07669 -1.41364 1.11177 0.0 0.3 0.0
H 7.10434 -1.34926 -0.71805 0.6 0.2 0.3
H 5.78796 -2.04316 0.06559 -0.4 0.1 0.5
C 4.18640 -0.08098 7.48423 -0.7 -0.2 -0.2
O 5.05278 -0.93577 6.81894 0.5 -2.2 2.6
C 5.69740 -0.62329 5.66827 -0.7 0.4 -1.5
C 6.70894 0.45982 5.78784 0.3 1.2 -0.6
O 5.98699 1.72077 5.82103 1.5 0.7 -0.9
C 6.78041 2.88702 5.29829 -1.2 -2.2 1.7
C 7.91378 3.16910 6.25979 1.7 -0.1 0.6
O 8.99156 2.16836 6.37021 -1.9 -0.4 -1.5
C 10.25212 2.63380 6.71402 0.0 1.2 0.0
H 3.49238 0.34277 6.75838 -0.1 0.6 0.0
H 4.65996 0.66382 8.12386 0.2 0.3 -0.3
H 3.58427 -0.71984 8.13031 0.0 0.0 0.1
H 4.86215 -0.37222 5.01450 0.3 0.7 -1.0
H 6.11929 -1.52307 5.22050 0.2 -0.2 0.4
H 7.42993 0.48921 4.97089 -0.3 -0.2 -0.6
H 7.38748 0.29844 6.62548 -0.4 0.2 0.6
H 6.01695 3.66448 5.32634 0.4 0.3 0.2
H 7.06538 2.77981 4.25168 0.3 -0.5 0.0
H 7.57912 3.24204 7.29457 -0.6 0.4 -0.1
H 8.35768 4.11612 5.95283 0.2 0.2 0.1
H 10.57076 3.45920 6.07740 0.1 0.1 -0.5
H 10.97996 1.82995 6.60378 -0.2 0.0 0.3
H 10.22148 3.09490 7.70121 0.3 -0.4 0.5
C -1.26371 3.09605 0.89971 -0.5 1.8 0.2
O -0.99695 4.53069 0.77024 1.4 -1.8 1.7
C -1.74001 5.28441 -0.09390 -0.7 0.6 -0.3
C -1.00428 5.30366 -1.42263 0.0 1.0 -0.2
O 0.16596 6.12252 -1.29270 0.0 0.2 0.5
C 1.18980 5.94621 -2.30622 -4.1 -1.0 0.6
C 2.17314 7.06031 -2.38838 0.2 -2.2 -0.7
O 2.98992 7.03019 -1.27327 1.6 1.7 0.3
C 2.59633 7.81485 -0.16543 -1.4 -0.6 0.6
H -0.36222 2.49282 0.79237 0.1 0.2 -0.1
H -2.03753 2.80759 0.18829 0.0 -0.2 -0.1
H -1.64153 2.99868 1.91748 -0.1 -0.4 0.0
H -1.90607 6.26610 0.34972 0.8 0.4 -0.1
H -2.78147 4.96356 -0.07116 -0.2 -0.7 -1.0
H -1.57445 5.70963 -2.25823 -0.4 -0.1 -0.1
H -0.79433 4.25303 -1.62315 0.5 -0.2 -0.3
H 0.62564 5.81198 -3.22914 0.1 0.5 -0.7
H 1.48944 4.91310 -2.13016 1.5 0.2 0.1
H 1.80896 8.02717 -2.73573 -0.2 0.0 0.4
H 2.75050 6.57860 -3.17751 0.8 0.8 -0.5
H 1.89734 7.15803 0.35235 -0.1 0.3 0.7
H 2.02063 8.71419 -0.38423 0.2 0.1 -0.6
H 3.41106 8.09872 0.50071 0.3 -0.3 -0.4
C -4.94030 -2.37632 0.93581 -0.1 0.2 -1.2
O -5.25390 -1.12431 0.31055 -0.6 0.4 0.3
C -4.38288 -0.82191 -0.76331 -0.3 1.8 -0.3
C -4.94628 0.14651 -1.83323 -0.8 1.2 0.2
O -5.20273 1.48104 -1.31905 -0.5 -0.8 0.2
C -5.61732 2.40276 -2.32619 0.1 -0.5 0.0
C -6.13669 3.72383 -1.80950 0.4 -1.0 0.3
O -7.30599 3.54588 -1.04842 -0.4 1.7 1.1
C -7.56662 4.80140 -0.31832 0.4 -0.5 -1.2
H -5.22942 -3.06038 0.13797 0.7 -0.9 0.4
H -5.49161 -2.65159 1.83491 -0.6 0.8 -0.2
H -3.90113 -2.40515 1.26352 0.3 -0.3 -0.5
H -4.08916 -1.69103 -1.35192 0.3 -0.3 0.3
H -3.56218 -0.25119 -0.32879 0.8 -0.4 -0.1
H -5.81564 -0.29328 -2.32202 -0.7 0.1 0.4
H -4.30968 0.34709 -2.69497 1.0 -0.7 0.1
H -6.43160 2.03429 -2.95013 -0.2 -0.7 0.0
H -4.77586 2.57415 -2.99752 0.2 0.3 -0.2
H -6.34730 4.26722 -2.73063 0.1 0.6 0.0
H -5.37488 4.20250 -1.19417 0.2 0.3 -0.1
H -7.47520 5.64722 -0.99973 -0.4 0.0 -0.5
H -6.77638 5.05142 0.38958 0.0 -0.7 0.5
H -8.56817 4.82743 0.11099 0.3 -0.5 0.0
C 0.91132 -1.14056 -2.42682 0.0 -1.7 0.0
O 0.81530 -1.36216 -1.02465 -0.9 0.8 0.4
C -0.34278 -0.67745 -0.45166 1.2 -0.1 0.2
C -0.60174 -1.12309 0.96990 -0.9 0.1 0.6
O 0.31342 -0.54348 1.85997 0.3 0.6 -0.4
C -0.10966 -0.51198 3.20101 2.5 0.2 1.2
C 0.94754 0.25311 4.12115 -1.9 0.7 -0.4
O 0.69353 1.69177 4.21866 0.7 -0.9 -0.5
C 1.83228 2.44002 4.69701 -0.8 -0.3 0.3
H 0.75427 -2.15095 -2.80435 -0.3 0.0 -0.7
H 1.91719 -0.90706 -2.77582 0.0 0.6 0.5
H 0.15344 -0.50387 -2.88328 0.1 0.3 0.3
H -1.21937 -0.83758 -1.07941 -0.1 0.0 0.0
H -0.04026 0.36912 -0.41569 -0.5 0.3 -0.1
H -0.74560 -2.20011 1.05603 1.0 -0.7 -0.1
H -1.57189 -0.85656 1.38926 -0.7 0.8 -0.9
H -0.07192 -1.53972 3.56217 0.0 -0.3 0.3
H -1.10544 -0.15930 3.46958 -0.2 0.5 -0.7
H 2.00656 0.14350 3.88760 -0.1 -0.6 -0.3
H 0.67487 -0.23543 5.05661 0.6 0.3 0.6
H 1.49878 3.47576 4.76131 0.1 0.0 -0.1
H 2.73669 2.38633 4.09100 -0.2 -0.2 -0.4
H 2.09917 2.10367 5.69888 0.0 0.0 0.1
C 0.89302 -0.46851 -9.29366 -0.7 0.4 1.6
O 2.20533 -0.10339 -9.60029 -0.7 0.1 -1.7
C 2.85249 -1.09717 -10.35651 3.3 0.4 1.9
C 3.69009 -1.84560 -9.30661 -0.1 -2.6 0.4
O 2.83883 -2.57773 -8.41051 -1.5 1.7 0.7
C 3.19082 -3.83919 -8.00844 0.4 -1.4 -1.7
C 2.56582 -4.30660 -6.72247 0.4 1.1 0.2
O 3.37881 -3.81581 -5.61947 -1.5 -3.1 -0.5
C 3.38233 -2.43071 -5.38402 0.0 -0.7 1.1
H 0.38786 -1.08918 -10.03371 0.1 0.1 -0.2
H 0.32605 0.43626 -9.07452 -0.1 0.2 -0.5
H 0.90196 -0.97276 -8.32735 -0.2 -0.6 0.0
H 3.68277 -0.61583 -10.87326 -0.3 0.5 -0.7
H 2.31759 -1.70365 -11.08738 -0.5 0.0 0.5
H 4.34738 -1.27248 -8.65269 -0.3 1.0 -0.5
H 4.36514 -2.61007 -9.69128 0.1 0.1 -0.9
H 4.27336 -3.96423 -8.03205 0.4 0.0 0.8
H 2.90312 -4.52309 -8.80695 -0.4 -0.5 -0.2
H 2.43746 -5.38900 -6.72877 1.1 -0.3 0.3
H 1.50930 -4.05588 -6.62759 -0.1 1.1 0.0
H 2.41478 -2.13422 -4.97899 -0.3 0.5 -0.5
H 3.70948 -1.92556 -6.29281 0.0 0.4 0.6
H 4.03513 -2.47446 -4.51222 0.6 1.3 -0.3
C -8.41955 -9.77954 3.53061 -1.1 0.8 1.8
O -7.15337 -9.17961 3.44855 1.0 -1.0 -2.0
C -6.38839 -9.60441 2.29014 0.7 0.6 0.3
C -5.26176 -8.56385 2.04418 -1.1 -0.1 0.4
O -5.91037 -7.47218 1.47454 -2.6 -0.2 -0.9
C -5.43089 -6.20061 1.32898 2.2 0.3 0.1
C -4.60503 -6.07940 0.02550 0.1 0.2 0.7
O -3.57749 -5.12557 0.23313 0.2 1.0 -1.2
C -3.00574 -4.57420 -0.98153 0.4 -0.5 1.5
H -8.94135 -9.10442 4.20887 -0.4 0.2 -0.1
H -8.48714 -10.70137 4.10835 0.7 -0.6 -0.4
H -9.05089 -9.86540 2.64623 0.6 0.1 -0.5
H -7.01375 -9.72338 1.40534 -0.3 0.5 -0.1
H -5.90912 -10.58032 2.36775 0.0 -0.3 0.8
H -4.48447 -8.93636 1.37698 0.2 -0.3 0.0
H -4.85882 -8.30336 3.02289 0.3 0.0 0.1
H -4.80219 -5.97177 2.18949 0.4 0.3 0.1
H -6.19021 -5.41923 1.29773 -0.5 -0.5 0.2
H -5.32011 -5.80030 -0.74836 0.3 0.1 -0.4
H -4.09655 -7.01175 -0.22000 -0.4 -0.4 -0.1
H -3.51719 -3.69899 -1.38219 -0.5 -0.3 0.0
H -2.84274 -5.34526 -1.73451 -0.3 -0.1 -0.2
H -2.02043 -4.23134 -0.66576 0.2 0.1 0.0
C -1.19871 2.10068 -4.24104 -0.1 1.7 0.2
O -2.60304 2.06300 -4.62613 1.7 -1.3 2.4
C -2.91770 2.13353 -5.97050 0.9 1.2 -0.6
C -4.37338 1.90695 -6.17354 0.4 0.5 0.3
O -5.10094 3.04372 -5.69106 0.0 -1.9 0.0
C -6.50423 2.79966 -5.82061 -0.3 2.2 -1.0
C -6.90931 3.31606 -7.22659 2.2 0.7 -0.7
O -7.65136 2.47860 -7.98483 -3.8 -1.4 -1.7
C -7.99383 3.00035 -9.27314 0.1 -0.9 -1.1
H -0.88057 3.12685 -4.05707 -0.2 0.8 -0.9
H -0.42136 1.69278 -4.88713 -0.6 -0.5 -0.5
H -0.93626 1.83375 -3.21735 -1.2 -1.4 0.2
H -2.32566 1.44297 -6.57110 0.0 -0.3 -0.1
H -2.68276 3.14632 -6.29785 0.1 0.2 -0.5
H -4.59297 0.98840 -5.62934 -0.6 -0.1 0.1
H -4.51222 1.74719 -7.24279 -0.4 0.0 -0.2
H -6.92456 3.51082 -5.10951 -0.4 -0.5 0.3
H -6.84479 1.77406 -5.67815 0.3 -0.1 0.2
H -6.01981 3.30003 -7.85637 1.3 0.9 0.7
H -7.29586 4.33097 -7.31952 -0.1 0.3 0.8
H -7.13083 3.24065 -9.89410 0.7 -0.3 0.2
H -8.61888 3.86458 -9.49788 -0.3 0.7 1.7
H -8.56098 2.25363 -9.82890 0.3 -0.5 0.4
C -3.01917 2.80314 7.43753 -1.7 0.0 0.3
C -1.82988 2.30249 6.67916 1.0 1.0 0.8
C -1.00521 1.31749 7.52593 -0.1 0.5 -0.9
O -0.42222 1.95500 8.60582 0.0 0.3 1.8
C 0.75110 2.63819 8.25319 -0.1 0.1 -0.1
N -2.04642 1.75789 5.36992 -0.9 -0.5 -0.6
H -3.72272 3.42329 6.88206 0.3 0.2 -0.7
H -2.77750 3.45204 8.27932 0.4 -0.4 0.2
H -3.67920 2.00352 7.77380 0.2 -0.2 0.4
H -1.25918 3.22011 6.53639 0.6 0.0 0.2
H -0.19169 0.92461 6.91606 -0.1 -0.4 -0.4
H -1.63868 0.50318 7.87763 0.0 -0.1 0.1
H 0.49399 3.46290 7.58848 0.3 0.0 -0.4
H 1.41469 1.90543 7.79407 0.4 0.3 -0.3
H 1.25311 3.10386 9.10125 -0.3 -0.4 0.3
H -1.36816 2.19979 4.76595 0.1 -0.4 -0.4
H -2.96556 2.02637 5.04871 -0.1 0.1 -0.2
C -4.54046 -1.51218 4.55672 -0.5 0.4 -1.2
C -5.34832 -0.84109 5.62698 1.1 -1.2 1.0
C -6.34084 -1.86207 6.23789 -1.8 2.0 -1.1
O -7.42988 -2.07611 5.29622 1.2 -0.9 0.1
C -8.50999 -1.16738 5.42701 0.5 -1.0 -0.6
N -4.48335 -0.34311 6.67340 -0.4 0.5 1.3
H -3.90784 -0.69859 4.20181 0.5 -0.4 -0.5
H -5.26173 -1.76927 3.78098 0.3 -0.2 -0.3
H -3.97390 -2.40264 4.82912 0.0 0.2 0.3
H -5.79756 0.02414 5.13947 -0.7 -0.1 0.3
H -6.83769 -1.38701 7.08379 0.5 -0.3 0.6
H -5.85641 -2.80825 6.47905 -0.1 0.0 0.0
H -8.09434 -0.16978 5.56891 -0.6 0.2 0.2
H -9.20348 -1.55332 6.17415 0.1 0.6 0.6
H -9.04659 -1.26944 4.48374 0.0 0.5 -0.1
H -3.77208 0.33292 6.43426 0.0 -0.4 -0.4
H -4.11884 -1.04373 7.30299 0.1 0.0 -0.2
C 0.40520 -4.71914 -3.39534 -0.3 -0.4 1.2
C 1.62963 -5.41435 -2.67741 -3.1 -0.9 -1.0
C 1.18992 -6.42445 -1.58682 1.8 0.4 0.4
O 0.80907 -5.74900 -0.38012 -0.8 -0.8 -2.2
C -0.06349 -6.60078 0.35341 0.4 0.1 2.0
N 2.28031 -6.01044 -3.81344 1.7 1.9 1.9
H 0.70085 -3.94311 -4.10136 0.0 -0.1 0.0
H -0.26659 -4.31894 -2.63598 0.3 0.4 0.1
H -0.21056 -5.50042 -3.84091 0.3 0.0 -0.5
H 2.20566 -4.63826 -2.17344 0.8 0.3 -0.1
H 2.09436 -6.99427 -1.37378 0.3 -0.3 0.2
H 0.51126 -7.16800 -2.00476 -0.7 0.4 0.2
H 0.52683 -7.29686 0.94929 0.2 -0.6 -0.4
H -0.83093 -7.13935 -0.20256 0.1 0.3 -0.3
H -0.50249 -6.02841 1.17058 -0.4 0.4 -0.5
H 3.13627 -6.54360 -3.75712 0.0 -1.4 0.4
H 2.49397 -5.26995 -4.46621 -0.3 0.7 -1.5
C 5.71231 4.80695 1.01468 0.8 0.0 0.9
C 4.25953 4.42248 1.10655 -0.7 -0.5 -1.4
C 3.35503 5.16861 2.06076 1.2 -0.3 1.9
O 3.86453 4.99567 3.40620 -0.6 0.2 0.4
C 3.43590 5.99462 4.33541 0.4 -0.1 -0.3
N 3.64411 4.43181 -0.22382 -0.4 -0.8 -0.7
H 6.25941 4.37396 1.85211 -0.1 0.2 0.4
H 5.88163 5.88335 1.04264 0.0 0.1 -0.2
H 6.22838 4.35328 0.16855 -0.5 0.2 -0.4
H 4.22938 3.35213 1.31041 0.1 0.0 0.7
H 2.36238 4.71867 2.07748 -0.3 0.4 -0.5
H 3.38388 6.23905 1.85721 -0.4 0.0 -0.3
H 3.75246 6.96422 3.95101 0.5 0.2 0.4
H 3.83186 5.72290 5.31392 0.5 0.3 -0.2
H 2.38021 6.15334 4.55541 -0.6 -0.7 -0.7
H 2.89702 3.75215 -0.22791 -0.1 -0.2 -0.1
H 3.22216 5.26846 -0.60074 0.5 0.6 0.5
C 3.61507 1.95277 -2.70452 -0.1 -0.7 0.0
C 4.22930 0.84129 -3.55075 -0.9 -0.9 -0.4
C 4.49835 1.11568 -5.02145 -1.7 0.8 -0.6
O 3.20544 1.49440 -5.67831 1.7 0.1 1.6
C 3.12636 1.05237 -7.00652 -0.6 -0.2 0.6
N 5.45920 0.42222 -2.90286 -0.7 -0.6 -1.8
H 3.39820 1.43178 -1.77197 0.3 0.2 0.5
H 2.62768 2.33627 -2.96162 0.3 0.4 -0.7
H 4.41062 2.67740 -2.53100 -0.5 0.5 0.1
H 3.55454 -0.01450 -3.52995 -0.3 -0.1 -0.1
H 4.94420 0.28607 -5.57015 -0.2 -0.5 0.3
H 5.25102 1.89946 -5.10660 -0.2 0.6 -0.2
H 2.14997 1.32507 -7.40699 0.2 0.6 0.0
H 3.03811 -0.03324 -6.96436 0.7 -0.3 -0.6
H 3.94043 1.48202 -7.59030 -0.1 -0.4 -0.4
H 5.26813 0.39720 -1.91141 1.2 0.5 0.3
H 6.10137 1.07901 -3.32279 1.0 0.0 1.4
```
Positions in Å, forces in eV/Å.

## Properties
* charge: +1
* E_HOMO (alpha / beta): -0.3568 / -0.3568 Eh
* spin multiplicity: 2
* expectation value of S²: 0.75